One molecule with the formula C2H5N3O3 at a distorted geometry. Source: OMol25; level of theory: ωB97M-V/def2-TZVPD.

Element x y z (Å)
N (2.031677, -0.968869, -0.301945)
N (0.579221, -1.472492, -0.154257)
C (-0.164410, -0.500283, 0.109667)
N (0.476702, 0.708668, 0.300988)
O (-0.138955, 1.926092, -0.437369)
C (-1.925691, -0.632917, -0.032346)
O (-2.375919, -1.707604, -0.136772)
O (-2.730667, 0.333259, -0.154357)
H (2.163129, -0.704530, 0.761217)
H (2.579405, -1.884586, -0.473530)
H (1.688066, 0.773397, -0.026031)
H (0.115730, 2.796137, 0.277603)
H (-2.298286, 1.333730, 0.267129)

Cartesian forces (eV/Å) of the 3 atoms listed first:
N -0.6736 -2.6033 3.0498
N 1.9401 -1.2298 -0.7281
C -2.1210 2.6160 -1.5399

Values from the calculation:
maximum force: 0.170 Eh/bohr
net charge: 0
energy relative to the best compared isomer or geometry (same formula, charge and spin): 629.4 kJ/mol
HOMO level: -9.64 eV
energy: -12761.07816 eV